Entry from the OMol25 dataset: C37H36Cl5F9O5P3S4Sc as an isolated structure (ωB97M-V/def2-TZVPD).

```
! RIJCOSX wB97M-V def2-TZVPD def2/J DEFGRID3
* xyz -1 2
Sc -0.65758 -0.03435 -1.80647
C -5.89816 -1.17634 -0.06848
C -4.99361 -2.22125 -0.69087
O -3.68768 -1.70831 -1.00439
P -2.63581 -1.19566 0.09826
S -2.45089 0.78311 -0.16765
S -2.90130 -2.10969 1.78417
O -1.22912 -1.73385 -0.65652
C -0.75478 -3.10888 -0.51292
C -1.29995 -3.98393 -1.61841
H -6.86893 -1.62256 0.15330
H -6.03474 -0.33124 -0.74483
H -5.46633 -0.81027 0.86250
H -5.38962 -2.55149 -1.64953
H -4.88690 -3.08155 -0.03094
H -1.06863 -3.45857 0.46442
H 0.32879 -3.04315 -0.54573
H -2.38196 -4.08167 -1.53428
H -0.84304 -4.97305 -1.55292
H -1.06881 -3.55789 -2.59465
Cl 6.05437 2.02528 -0.69794
C 4.37988 1.96359 -1.08771
C 3.52753 1.10997 -0.39195
Cl 4.10175 0.13565 0.89385
C 2.19008 1.04606 -0.75414
Cl 1.12874 -0.04569 0.08627
C 1.62960 1.79573 -1.79716
O 0.37943 1.63105 -2.18180
C 2.50243 2.69295 -2.42825
Cl 1.83903 3.70690 -3.66027
C 3.85362 2.75885 -2.10482
Cl 4.88997 3.82028 -2.98025
C -0.28364 1.88763 -5.79708
C 0.84631 0.88979 -5.63128
C 1.88816 1.00789 -6.72058
O 0.32646 -0.46968 -5.72386
P -0.27372 -1.28226 -4.49372
S -2.05022 -0.59318 -3.87746
S 1.12994 -1.46207 -3.07443
O -0.63002 -2.65308 -5.19557
C 0.15205 -3.47855 -6.10063
C -0.04165 -2.99278 -7.52488
C 1.61710 -3.56244 -5.71327
H 0.12468 2.89005 -5.92186
H -0.93539 1.89149 -4.92711
H -0.87440 1.62692 -6.67846
H 1.31967 1.00896 -4.65571
H 1.42740 0.84494 -7.69807
H 2.67670 0.26741 -6.57697
H 2.33502 2.00285 -6.69847
H -0.30918 -4.45833 -5.98979
H 0.49991 -2.06064 -7.68672
H -1.09903 -2.82093 -7.72677
H 0.33471 -3.74709 -8.21803
H 2.08635 -2.57972 -5.78547
H 2.12814 -4.24396 -6.39471
H 1.73526 -3.92365 -4.69262
F -3.65287 0.18823 8.89009
C -2.35971 -0.19245 8.71955
F -1.64387 0.55383 9.58352
F -2.29479 -1.46535 9.15834
C -1.90052 -0.04603 7.31004
C -1.32495 1.14402 6.88267
C -0.94169 1.29447 5.56063
C -1.13014 0.25971 4.63135
C -1.71217 -0.93162 5.08487
C -2.09862 -1.08416 6.40391
P -0.54300 0.31745 2.87451
C -0.51996 2.12913 2.60693
C -1.69809 2.84782 2.85172
C -1.82726 4.16211 2.44507
C -0.78275 4.77968 1.76001
C 0.38293 4.08387 1.49671
C 0.51227 2.76780 1.92645
C -0.96562 6.18826 1.29724
F -1.94017 6.29761 0.36717
F 0.14660 6.71039 0.75384
F -1.32770 7.00992 2.30671
C 1.14095 -0.15366 3.25839
C 2.12811 0.68570 3.87570
C 3.37067 0.19517 4.18235
C 3.70591 -1.15022 3.90322
C 2.72746 -2.00625 3.30561
C 1.48882 -1.51759 2.99741
C 5.04059 -1.68185 4.18499
F 5.78994 -0.87686 4.97307
F 5.02722 -2.90283 4.79532
F 5.81325 -1.89612 3.06079
H -1.17638 1.95405 7.58648
H -0.49788 2.22962 5.24501
H -1.88057 -1.73808 4.38294
H -2.55933 -2.00711 6.73480
H -2.52667 2.35603 3.34854
H -2.74060 4.71120 2.64264
H 1.18570 4.55904 0.94705
H 1.43537 2.23458 1.72938
H 1.89914 1.72264 4.09815
H 4.10819 0.84976 4.63184
H 2.97398 -3.04114 3.09289
H 0.75018 -2.17041 2.53568
*
```

- ⟨S²⟩ = 0.761
- HOMO energy (alpha / beta) (eV) = -1.46 / -5.30
- orbital gap (alpha / beta) (Ha) = 0.120 / 0.261
- energy above the lowest of the compared OMol25 structures with the same formula, charge and spin (kJ/mol) = 158.9

Atomic partial charges in e from the Löwdin method, atoms 1 to 6:
1. Sc 0.292
2. C -0.092
3. C -0.305
4. O -0.384
5. P -0.122
6. S 0.378

=====

Entry from the OMol25 dataset: C37H36ClMoN7O3P as an isolated structure (ωB97M-V/def2-TZVPD).

```
! RIJCOSX wB97M-V def2-TZVPD def2/J DEFGRID3
* xyz 1 1
Mo -0.13072 0.46905 -0.17100
C 4.54466 1.72244 2.75214
N 3.68795 1.33041 1.63198
C 4.12657 0.88214 0.41293
C 3.01597 0.57774 -0.30860
N 1.91218 0.82002 0.46280
C 2.34002 1.27412 1.62515
P 1.26760 1.75492 3.01175
C 0.06586 2.73047 2.04510
N -0.52331 2.34235 0.92478
C -1.25215 3.40477 0.46499
C -1.11202 4.44279 1.33223
N -0.27052 4.00509 2.32513
C 0.16094 4.79100 3.48495
C 0.33609 0.20638 3.02834
N -0.14433 -0.33808 1.93126
C -0.66858 -1.55113 2.28200
C -0.49964 -1.73428 3.61971
N 0.14312 -0.61547 4.08538
C 0.56252 -0.38442 5.46650
H 5.57860 1.62362 2.43692
H 4.36110 2.75598 3.03484
H 4.37740 1.07356 3.60808
H 5.17292 0.80493 0.17104
H 2.93526 0.19290 -1.30966
H -1.82639 3.34568 -0.44285
H -1.53816 5.43188 1.33513
H -0.33457 5.75596 3.44635
H -0.11672 4.29107 4.40898
H 1.23651 4.94787 3.46491
H -1.11846 -2.21374 1.56285
H -0.77315 -2.54978 4.26773
H 0.00457 -1.05505 6.11259
H 1.62585 -0.58268 5.58276
H 0.34816 0.63961 5.75864
C 1.78522 4.10138 -2.02784
C 1.41144 4.01115 -3.36623
C 0.63749 2.94406 -3.76597
C 0.23624 1.96893 -2.84503
C 0.60642 2.02267 -1.49704
C 1.38972 3.13085 -1.12661
C -0.58663 0.81898 -3.23898
C -0.99451 0.60800 -4.57896
C -1.71348 -0.49115 -4.89274
C -2.03253 -1.42605 -3.88335
C -2.74628 -2.60804 -4.19670
C -3.03105 -3.52553 -3.23190
C -2.59621 -3.28026 -1.91373
C -1.91283 -2.14532 -1.58782
C -1.61293 -1.16496 -2.56314
N -0.90103 -0.00691 -2.25991
H 2.39068 4.93423 -1.68954
H 1.72127 4.76259 -4.08054
H 0.34364 2.87421 -4.80428
H 1.70996 3.25350 -0.09662
H -0.72328 1.32283 -5.33887
H -2.03331 -0.67802 -5.91165
H -3.05139 -2.76686 -5.22411
H -3.57419 -4.43071 -3.47130
H -2.80076 -4.01003 -1.13970
H -1.58649 -2.00282 -0.57495
Cl 1.81747 -7.66412 -2.47929
C 1.72305 -6.07381 -1.79131
C 1.20328 -5.03616 -2.54764
C 1.11838 -3.77104 -1.98684
C 1.55637 -3.54369 -0.68652
C 2.09000 -4.59633 0.04901
C 2.17260 -5.86685 -0.49582
C 1.46495 -2.19186 -0.03835
O 2.01589 -1.97360 1.02380
O 0.71111 -1.33798 -0.70166
H 0.86961 -5.22111 -3.56008
H 0.71664 -2.95020 -2.56377
H 2.44167 -4.40261 1.05396
H 2.58236 -6.69293 0.07007
C -3.92887 1.47758 0.88181
C -3.05710 0.24231 1.04494
C -3.89136 -1.02115 0.91632
O -2.03232 0.22153 0.06303
H -4.84350 1.36496 1.46558
H -4.20537 1.60363 -0.16874
H -3.42647 2.38144 1.22074
H -2.61094 0.26036 2.04574
H -4.21172 -1.15485 -0.11830
H -4.77602 -0.95289 1.55139
H -3.33003 -1.90946 1.21358
*
```

- HOMO energy (alpha / beta) (eV) = -9.11 / -9.10
- orbital gap (alpha / beta) (Ha) = 0.233 / 0.233

Atomic partial charges in e from the Löwdin method, atoms 1 to 6:
1. Mo 1.711
2. C -0.008
3. N -0.098
4. C -0.009
5. C -0.090
6. N -0.097

=====

Entry from the OMol25 dataset: C37H36IN6O3Rh as an isolated structure (ωB97M-V/def2-TZVPD).

```
! RIJCOSX wB97M-V def2-TZVPD def2/J DEFGRID3
* xyz 0 1
Rh -0.08484 -0.09153 0.74863
C 0.53416 -3.21733 -1.45297
C 1.93006 -2.73853 -1.19267
C 2.96386 -3.04093 -2.06687
C 4.26656 -2.66493 -1.79087
C 4.54876 -1.94683 -0.64087
C 3.53856 -1.57463 0.22863
C 3.82906 -0.70433 1.41433
C 2.21916 -1.99483 -0.03777
N 1.23076 -1.63593 0.88173
C 1.27686 -2.24333 2.10623
O 1.84506 -3.30503 2.32493
C 0.60856 -1.43263 3.14983
C 0.68796 -1.65983 4.50633
C 0.12126 -0.73263 5.38393
C -0.46784 0.41457 4.86483
C -0.49494 0.60247 3.49433
N 0.00276 -0.33463 2.65343
C -0.84124 1.86637 2.80973
O -1.16644 2.88977 3.40013
N -0.67064 1.78037 1.45443
C -0.81444 2.97147 0.73103
C -2.06124 3.36037 0.22053
C -3.28084 2.51887 0.43443
C -2.15074 4.54897 -0.48857
C -1.04424 5.35847 -0.66927
C 0.17486 4.99327 -0.12147
C 0.30796 3.80427 0.57783
C 1.63086 3.37577 1.14053
H 0.27536 -3.13423 -2.50647
H -0.17274 -2.64413 -0.85717
H 0.44556 -4.26553 -1.16687
H 2.75136 -3.59693 -2.96787
H 5.05996 -2.91033 -2.48097
H 5.56606 -1.66043 -0.42027
H 4.78606 -0.20083 1.29153
H 3.86416 -1.29243 2.33133
H 3.03956 0.04247 1.53453
H 1.20206 -2.53633 4.86743
H 0.17126 -0.88533 6.44963
H -0.89144 1.17207 5.50473
H -3.39334 1.81827 -0.39447
H -4.17504 3.13967 0.47293
H -3.20434 1.94767 1.35653
H -3.10664 4.84837 -0.89437
H -1.12684 6.27667 -1.23237
H 1.03876 5.63387 -0.24307
H 2.43046 4.00587 0.75903
H 1.83856 2.33287 0.87183
H 1.61936 3.43817 2.22863
C 0.97246 0.17137 -2.12927
N -0.14624 0.08917 -1.21337
C -1.35504 -0.06223 -1.80877
C -2.43224 -0.44493 -1.01977
C -3.75034 -0.88773 -1.33507
C -4.33374 -1.23503 -0.13257
C -3.38354 -0.98033 0.88073
N -2.25704 -0.51773 0.34483
C 0.83586 1.33077 -3.08867
C 0.84626 2.61977 -2.57487
C 0.70846 3.71407 -3.40737
C 0.56136 3.52697 -4.77057
C 0.54056 2.24407 -5.28937
C 0.68276 1.14747 -4.45587
H 1.03746 -0.76493 -2.70037
H 1.90026 0.27557 -1.55507
H -1.44174 0.04477 -2.88157
H -4.17714 -0.93053 -2.31667
H -5.32194 -1.62173 0.01943
H -3.50214 -1.10583 1.94073
H 0.94706 2.76137 -1.51127
H 0.71796 4.70987 -2.99077
H 0.47216 4.37577 -5.42967
H 0.41226 2.09197 -6.35027
H 0.67386 0.14897 -4.87227
N -2.48534 -4.01253 0.13223
C -1.63504 -3.91083 1.17273
O -1.28444 -2.85003 1.64373
C -1.07884 -5.21983 1.69873
I -2.64534 -6.55583 2.33533
H -2.93244 -3.17093 -0.20407
H -2.84974 -4.89833 -0.17327
H -0.42784 -5.03313 2.54993
H -0.52624 -5.74613 0.92343
*
```

- HOMO energy (alpha / beta) (eV) = -8.00 / -7.97
- orbital gap (alpha / beta) (Ha) = 0.232 / 0.236
- energy above the lowest of the compared OMol25 structures with the same formula, charge and spin (kJ/mol) = 107.2

Atomic partial charges in e from the Löwdin method, atoms 1 to 6:
1. Rh 1.287
2. C -0.035
3. C -0.226
4. C -0.054
5. C -0.078
6. C -0.047

=====

Entry from the OMol25 dataset: C37H36N5O2SiV as an isolated structure (ωB97M-V/def2-TZVPD).

```
! RIJCOSX wB97M-V def2-TZVPD def2/J DEFGRID3
* xyz 0 3
V -6.09076 -17.50031 11.72549
O -6.01720 -21.67586 12.76014
C -5.92433 -20.43728 12.69639
N -6.16788 -19.59869 11.63994
C -6.86385 -20.03784 10.55989
C -6.96043 -21.33460 10.08548
C -7.22578 -21.50429 8.71718
C -7.56228 -20.37987 7.90273
C -7.82406 -19.14170 8.50278
C -7.46623 -18.96233 9.82883
N -7.74697 -17.84597 10.63263
C -9.09434 -17.76984 11.02559
O -9.91399 -18.64888 10.65995
C -9.56414 -16.55734 11.67582
C -10.91380 -16.22925 11.46990
C -11.41388 -15.14130 12.18727
C -10.56032 -14.45861 13.03810
C -9.23362 -14.87750 13.19196
N -8.71743 -15.89270 12.48593
C -5.47194 -19.55645 13.76144
C -4.80668 -20.18552 14.82418
C -4.25328 -19.36977 15.80520
C -4.70730 -18.02336 15.83253
C -5.44652 -17.51805 14.77482
N -5.69844 -18.22714 13.64736
H -6.77054 -22.13102 10.79898
H -7.16302 -22.48328 8.22246
H -7.69847 -20.50943 6.83622
H -8.39313 -18.33225 8.03887
H -11.45189 -16.82439 10.72483
H -12.48241 -14.87404 12.14655
H -10.89161 -13.61257 13.63024
H -8.59667 -14.37874 13.93366
H -4.78247 -21.28028 14.85825
H -3.52898 -19.71084 16.53785
H -4.54629 -17.35128 16.69738
H -5.87241 -16.51861 14.82363
C -4.36390 -17.92200 10.73290
Si -3.38496 -16.54032 10.10205
C -4.14181 -15.12728 11.11124
N -5.57285 -15.37914 11.46462
C -5.85510 -14.61506 12.70313
C -5.72905 -13.07825 12.60782
C -5.64575 -12.43318 11.20366
C -6.08803 -13.31065 10.01132
C -6.45994 -14.76549 10.39389
C -3.66043 -16.09054 8.28818
C -4.52105 -16.87090 7.51534
C -4.64975 -16.66367 6.13330
C -4.00185 -15.59529 5.51312
C -3.15292 -14.77999 6.28394
C -2.99429 -14.98478 7.66394
C -1.58705 -16.91720 10.48870
C -0.66741 -17.01778 9.42651
C 0.67548 -17.21350 9.68319
C 1.18396 -17.26780 10.99596
C 0.24283 -17.28766 12.03481
C -1.11675 -17.07051 11.80960
H -3.67754 -18.42010 11.45239
H -4.60711 -18.65719 9.93814
H -4.06131 -14.15845 10.57343
H -3.59185 -14.96514 12.04657
H -5.16960 -15.03274 13.48521
H -6.87203 -14.92401 12.99751
H -4.86078 -12.74750 13.21158
H -6.59788 -12.69192 13.13305
H -4.59913 -12.06063 11.04111
H -6.27815 -11.53121 11.23761
H -5.31630 -13.30134 9.21020
H -6.99770 -12.91473 9.50922
H -6.41269 -15.41767 9.50533
H -7.44721 -14.82278 10.82256
H -5.13339 -17.64561 7.98617
H -5.25859 -17.37159 5.57880
H -4.17198 -15.40672 4.45407
H -2.54753 -13.99688 5.83169
H -2.38496 -14.27351 8.25926
H -0.98268 -16.86882 8.39152
H 1.34707 -17.33045 8.83999
H 2.26843 -17.26860 11.17100
H 0.54109 -17.49028 13.06364
H -1.81379 -17.05268 12.65564
*
```

- ⟨S²⟩ = 2.023
- HOMO energy (alpha / beta) (eV) = -6.68 / -6.86
- orbital gap (alpha / beta) (Ha) = 0.224 / 0.230

Atomic partial charges in e from the Löwdin method, atoms 1 to 6:
1. V 0.933
2. O 0.036
3. C -0.432
4. N -0.008
5. C -0.237
6. C -0.002

=====

Entry from the OMol25 dataset: C37H36N9O2W as an isolated structure (ωB97M-V/def2-TZVPD).

```
! RIJCOSX wB97M-V def2-TZVPD def2/J DEFGRID3
* xyz 1 3
W -0.66636 -0.35218 -0.51028
C -3.57413 -0.19693 5.68759
C -3.11700 0.22214 4.31799
C -4.02308 0.68856 3.36777
C -3.60913 1.00139 2.08674
C -2.27458 0.89098 1.69876
N -1.89226 1.12021 0.35259
C -1.83972 2.43721 -0.08601
C -1.77311 3.52758 0.79238
C -1.64854 4.82351 0.33486
C -1.55565 5.11119 -1.02568
C -1.34605 6.51745 -1.51563
C -1.63316 4.04443 -1.90402
C -1.80568 2.74042 -1.45289
N -1.99460 1.72840 -2.45095
C -2.58497 1.90619 -3.64830
C -2.43899 0.74876 -4.37986
C -1.74385 -0.11546 -3.53749
N -1.48439 0.47893 -2.37603
C -1.36277 0.49318 2.67769
C -1.78277 0.13122 3.95169
N 0.03986 0.51173 2.42249
C 1.01250 0.83839 3.29839
C 2.21671 0.76865 2.63940
C 1.88703 0.40163 1.33356
N 0.57477 0.25242 1.21532
H -4.37542 0.44784 6.04650
H -2.75757 -0.16261 6.40733
H -3.95766 -1.21897 5.66860
H -5.06839 0.78986 3.63285
H -4.32694 1.35447 1.35561
H -1.81609 3.33753 1.85703
H -1.59950 5.63273 1.05386
H -1.98535 7.21808 -0.97869
H -1.56731 6.60464 -2.57867
H -0.31258 6.83457 -1.36374
H -1.55141 4.22633 -2.96907
H -3.07308 2.83469 -3.88587
H -2.79600 0.55435 -5.37485
H -1.43632 -1.13746 -3.69479
H -1.05534 -0.23313 4.66685
H 0.77264 1.12286 4.30759
H 3.19300 0.96995 3.04125
H 2.52397 0.24652 0.47938
C 1.78292 1.98469 -3.03922
C 1.48348 0.75195 -2.24713
O 0.71059 0.96584 -1.20902
C 2.02697 -0.46023 -2.56423
C 1.87704 -1.65058 -1.78623
C 2.87250 -2.75633 -1.94777
N 0.90010 -1.76217 -0.92380
N 0.92322 -2.91163 -0.11625
C -0.02674 -2.85637 0.76500
O -0.85297 -1.83992 0.86377
C -0.24130 -3.97914 1.70071
C 0.61654 -5.07745 1.70045
C 0.40005 -6.12116 2.58314
C -0.67026 -6.07454 3.46831
C -1.52403 -4.98109 3.47098
C -1.31108 -3.93162 2.59045
H 2.31553 2.69836 -2.40772
H 0.84551 2.45975 -3.33494
H 2.38188 1.76835 -3.92017
H 2.71792 -0.50083 -3.39338
H 3.55467 -2.53968 -2.76533
H 2.36847 -3.70630 -2.12306
H 3.44245 -2.87755 -1.02555
H 1.44740 -5.09795 1.00886
H 1.06701 -6.97290 2.58468
H -0.83662 -6.89202 4.15745
H -2.35700 -4.94579 4.16075
H -1.96705 -3.07104 2.58329
N -1.46625 -3.34128 -2.10006
C -2.62591 -2.75096 -1.67914
C -3.84747 -3.39037 -1.94922
C -5.02669 -2.77549 -1.62563
C -4.98738 -1.51174 -1.03589
C -3.76319 -0.94922 -0.79753
N -2.58259 -1.54078 -1.09384
H -1.54864 -4.31225 -2.35501
H -0.60891 -3.13237 -1.61073
H -3.83353 -4.36628 -2.41520
H -5.97000 -3.26445 -1.82930
H -5.88719 -0.97847 -0.76811
H -3.67651 0.03194 -0.35911
*
```

- ⟨S²⟩ = 2.014
- HOMO energy (alpha / beta) (eV) = -9.28 / -9.97
- orbital gap (alpha / beta) (Ha) = 0.259 / 0.271
- energy above the lowest of the compared OMol25 structures with the same formula, charge and spin (kJ/mol) = 37.1

Atomic partial charges in e from the Löwdin method, atoms 1 to 6:
1. W 1.763
2. C -0.039
3. C -0.260
4. C -0.021
5. C -0.012
6. C -0.260

=====

Number 1: F_max 1.239 eV Å⁻¹. Number 2: F_max 1.509 eV Å⁻¹. Number 3: F_max 3.745 eV Å⁻¹. Number 4: F_max 4.495 eV Å⁻¹. Number 5: F_max 0.195 eV Å⁻¹.